# 1
Density functional theory data (ωB97M-V/def2-TZVPD) for a 14-piece molecular cluster, C67H173N11O24 overall at a distorted geometry.

Computed properties:
lowest unoccupied orbital energy (spin up / spin down)	1.72 / 1.67	eV
expectation value of S²	0.7505
HOMO level (spin up / spin down)	0.54 / -6.40	eV
gap between HOMO and LUMO (spin up / spin down)	1.1763 / 8.0727	eV
largest force on an atom	2.9	eV Å⁻¹

```
! wB97M-V def2-TZVPD RIJCOSX def2/J DEFGRID3
* xyz -1 2
H 0.793 5.963 -4.609
C 1.540 6.397 -3.943
H 3.098 -8.261 10.188
C 3.556 -8.027 9.227
H -1.204 -0.506 5.708
C -8.745 -4.130 1.618
H 2.406 4.347 0.093
H -1.396 3.386 -6.710
H 4.075 4.347 0.708
H -8.970 -4.750 0.751
H -4.509 -3.490 3.067
H 0.497 -4.632 2.573
H 2.540 -2.228 5.626
N -1.822 4.443 -9.260
H 2.089 2.078 1.200
H -4.114 5.444 -13.638
H 1.590 -5.307 0.150
H 1.485 3.260 -4.773
H -4.620 -6.853 3.571
H -1.220 6.143 -10.390
C 2.882 -6.802 8.587
C 2.665 2.449 2.047
C 7.077 -4.501 -3.493
H -5.426 0.463 -1.358
H 6.306 -0.584 -4.491
C 0.066 4.892 5.310
H -6.182 -9.183 3.610
N -4.261 0.632 -3.270
O -1.748 -4.535 -1.269
O -4.777 -8.772 2.132
O 0.385 0.558 4.728
H -2.135 0.737 -7.213
H 6.765 -8.460 10.119
H 3.338 -5.907 9.009
H -8.749 -4.791 2.485
H -6.842 -0.156 -3.362
C -2.126 5.624 -10.076
O 4.663 0.173 -2.454
O 3.447 -4.444 0.184
H -2.486 3.688 2.505
H 5.933 -0.425 -0.372
H -2.666 4.061 -8.858
H -3.423 -10.317 1.559
H -1.274 0.297 -5.803
H 3.203 -0.861 4.741
C -3.011 5.257 -11.315
H 7.564 -2.691 -4.482
H -1.225 5.644 -7.549
C -6.739 0.868 -3.002
H -2.797 -4.453 1.116
N 3.404 6.877 0.124
H -0.396 4.861 1.696
C -2.332 -4.666 2.079
O 6.171 1.156 0.851
C 2.175 -4.583 -0.416
C -4.024 -0.821 -3.483
O -6.837 1.696 -4.197
H -6.460 -4.814 3.861
H 4.445 -3.716 -1.417
H -4.075 4.681 0.645
H 3.818 0.375 -4.350
C 6.653 -3.270 -4.334
H 2.897 0.066 -1.353
C 3.584 0.804 -1.766
H -2.058 -0.989 -4.180
H -2.172 -2.756 -0.360
H 4.117 8.342 -3.767
H 4.022 1.310 -0.905
C 5.539 -3.273 0.322
H -0.077 4.497 4.304
H 2.011 4.772 4.644
H 6.385 -3.620 -5.332
H -0.269 2.001 7.000
H -4.987 -1.314 -3.617
C -0.795 0.309 0.080
C -0.556 3.669 -7.345
H -7.363 3.533 -4.857
H 3.822 6.718 5.180
O 4.219 -2.601 4.402
C 0.151 2.574 6.173
O -0.041 -0.875 0.226
H 1.091 -1.910 1.530
H 5.888 -4.266 0.603
C -4.241 3.604 0.614
H 6.543 1.156 2.929
H 0.647 -0.108 -2.341
C 5.113 7.924 -3.622
C 3.029 4.498 0.974
C 5.259 7.753 -1.244
O 5.084 7.092 -2.498
H -1.633 -0.963 -7.060
H 2.778 -7.040 4.571
H 5.404 7.222 0.780
H 4.827 -2.372 5.109
H -0.330 1.046 -3.240
H 2.057 5.174 6.347
H -4.882 -4.652 2.013
H -1.754 5.484 0.813
C -4.300 -0.844 1.509
H 5.075 -1.381 -5.423
H 5.338 -9.020 11.004
N 5.552 -2.531 1.602
H -4.471 7.127 -13.641
C -5.749 -2.358 0.313
H -3.921 4.777 -10.954
H 8.129 -4.500 -0.441
C -5.463 -5.200 4.076
N -2.030 1.693 -1.619
C -4.548 0.683 4.876
H -4.742 3.312 1.537
H 7.336 -0.507 0.741
H -6.389 -6.679 1.998
O -4.813 -0.274 3.865
C -2.034 3.479 1.535
H -5.148 -10.651 1.271
N -0.528 4.205 -0.239
C 4.160 -3.386 -0.418
O 1.201 6.405 -2.576
C 1.271 -5.322 2.907
N -5.522 -6.652 3.979
C -0.850 4.875 -8.225
C 0.091 0.826 -2.259
H -4.734 1.108 2.349
H -3.809 -0.379 0.654
H -1.091 3.590 -0.809
H 2.446 5.810 -4.090
H 0.654 1.689 -1.903
H 3.458 -1.140 -3.533
H -7.362 -3.655 -0.528
H -2.631 1.980 -0.860
C -4.215 0.206 2.673
O -2.986 2.971 0.581
O 7.639 -4.083 -2.316
H 6.863 2.647 2.058
C -4.445 -4.577 3.009
H -3.019 3.604 -3.315
H 0.219 -1.372 5.029
H -1.723 -3.795 2.320
H 3.359 -7.731 6.910
H -5.489 -2.056 -0.702
H -1.626 -0.354 -1.778
O 2.681 3.863 2.166
H 3.325 -5.353 4.637
N 3.195 -6.762 7.144
C -6.096 -8.651 2.662
C -1.176 4.577 0.990
H -2.482 4.595 -12.001
C -7.123 -3.020 0.325
H 2.234 -4.812 -1.480
H 2.273 -2.081 3.928
C 2.212 -6.019 6.371
N -0.316 3.966 6.364
C -0.208 5.400 -1.018
H 5.581 -0.769 2.580
H -7.808 -2.181 0.201
C 4.235 -0.395 -3.702
C 5.720 -8.757 10.018
H -5.973 3.455 -3.663
H -7.415 -7.262 3.382
C 0.402 -1.065 1.525
H -3.475 0.606 5.049
O -3.140 -0.258 -5.731
H -0.441 -2.965 -0.744
H -6.161 -1.507 2.078
H 6.288 -2.840 -0.341
H 8.975 -5.452 -1.606
H 0.080 5.272 -8.630
H -1.390 -4.857 -2.099
H -1.414 2.631 1.824
H -6.794 -9.024 1.913
O 0.512 3.980 -6.477
H -1.676 0.281 0.721
H 1.229 2.652 6.315
H -0.499 5.823 5.344
H 7.994 1.411 1.863
C -1.999 -0.091 -6.518
H -5.131 -4.911 5.073
H 5.949 -2.236 -2.750
O 1.247 -5.495 4.320
O -3.192 -5.155 3.074
H -4.374 -10.660 2.873
H 3.084 1.543 -2.392
C -0.128 -0.470 5.533
H 2.944 6.765 -0.768
H 6.163 -5.079 -3.357
H 1.903 6.245 1.348
C 2.485 -6.021 4.825
H -9.462 -3.325 1.784
H 3.690 -2.406 -0.502
H -1.240 1.794 4.665
C 0.724 2.970 -5.498
C -4.436 -10.138 1.918
O 4.908 -7.670 9.518
H 0.875 1.953 -5.860
C 2.973 7.286 5.560
H -0.203 2.949 -4.925
C 0.750 5.106 -2.191
C -1.143 0.529 -1.362
C -6.415 -7.206 2.952
H 0.368 -0.365 6.498
O -3.982 4.255 -4.918
H -1.165 5.759 -1.395
H 2.322 -4.956 6.588
H 7.888 -5.060 -3.960
H -5.353 2.019 -1.868
H 0.199 2.465 3.963
H -1.647 -2.665 -2.032
H -4.808 3.359 -0.284
H -3.623 -1.254 -2.567
C -4.383 6.268 -12.976
C -6.929 3.043 -3.985
H -2.855 2.495 -4.760
H 1.224 -6.468 6.472
H 5.713 -9.639 9.378
H 0.302 6.086 -0.342
C -3.021 -1.176 -4.656
H 7.228 -5.817 -1.160
H -0.412 2.736 -7.890
H -7.573 3.339 -3.157
C 5.400 -1.183 -4.402
H 4.325 -0.858 1.288
C 3.031 -1.937 4.698
H -3.157 -2.223 -4.929
C -2.891 3.521 -4.394
O -7.415 -3.590 1.592
C 5.370 -1.033 1.544
H 1.667 7.440 -4.233
H 4.789 -2.819 2.197
C -0.160 1.862 4.797
H -0.003 4.218 7.291
O 1.765 6.754 5.083
H 2.177 -4.782 2.630
H -0.443 -1.268 2.183
H 1.678 4.627 -1.877
H -0.267 1.195 0.433
C 6.287 -0.229 0.641
C -5.393 1.017 -2.296
H 3.119 7.156 6.632
H -7.549 1.014 -2.288
H 5.132 5.840 -0.329
N 5.648 -2.436 -3.693
C -1.460 -3.160 -1.079
H 3.551 6.215 2.105
H 3.692 2.153 1.833
O -3.421 6.427 -11.955
C 1.534 5.380 5.413
H 0.201 4.641 -3.010
C 2.959 6.011 1.213
H 2.329 1.978 2.971
C 4.858 6.869 -0.095
H -3.170 0.500 2.766
C 7.987 -5.062 -1.364
H 5.414 7.355 -4.502
N -5.728 -1.184 1.225
H 3.495 -8.928 8.616
H 4.664 8.666 -1.286
H 0.953 -0.242 1.982
H -2.040 4.159 -4.633
C 6.922 1.561 1.991
H 3.166 8.274 5.142
H -4.958 -3.084 0.499
H 1.843 -7.019 8.838
H -4.068 5.020 -4.345
H 1.277 -6.249 2.335
H -2.678 6.248 -9.374
H -5.128 0.515 5.784
H -2.584 1.462 -2.431
H -4.549 0.905 -4.199
H 1.679 -3.613 -0.385
H -5.373 6.049 -12.574
H -3.642 -1.681 1.742
H 5.786 8.777 -3.535
H -1.574 -5.406 1.820
H 6.299 8.055 -1.120
H -4.661 1.731 4.598
*
```

Mulliken population analysis, charges in e, atoms 1 to 99: 0.2552, -0.6810, 0.4078, -0.6621, 0.1793, -0.9470, -0.1585, -0.3691, 0.4381, 0.3741, 0.1618, -0.0081, 0.3394, -0.2740, -0.0832, 0.2964, 0.2663, 0.2104, 0.3038, 0.2904, -0.4759, -0.1736, -0.5335, -0.5816, 0.4314, 0.4144, 0.3769, -0.1464, -0.5136, -0.2047, 0.1698, 0.2168, 0.2471, 0.2595, 0.2031, 0.2065, -0.6063, -0.3319, -0.3988, 0.6594, -0.4226, 0.2989, 0.2597, -0.0155, 0.4918, -0.4414, 0.3997, 0.3192, -1.1270, 0.3141, -0.1495, 0.0105, -0.4366, -0.1037, -0.6273, -0.1760, -0.1106, 0.1668, 0.5855, 0.5996, 0.3810, -0.8111, -0.0087, -0.2078, 0.1864, -0.4920, 0.2841, 0.0228, -0.8549, -0.9050, 0.0957, 0.4382, 0.3875, 0.9797, 2.0051, 0.3781, 0.2228, 0.3151, -0.4343, -0.7964, 0.1281, 0.0627, 0.2726, -3.2968, 0.3311, 0.1113, -0.8288, 0.3125, -0.9079, -0.2553, 0.3653, 0.3618, 0.3348, 0.2579, -0.1788, 0.3763, 0.0218, 0.0946, 0.9157

---

# 2
Density functional theory data (ωB97M-V/def2-TZVPD) for C67H61N3O4P2TeTi as an isolated structure at a distorted geometry.

Computed properties:
lowest unoccupied orbital energy (spin up / spin down)	-0.15 / -0.16	eV
HOMO level (spin up / spin down)	-5.62 / -4.42	eV
gap between HOMO and LUMO (spin up / spin down)	5.4795 / 4.2569	eV
largest force on an atom	3.2	eV Å⁻¹

```
! wB97M-V def2-TZVPD RIJCOSX def2/J DEFGRID3
* xyz 0 1
H -4.052 -0.561 -0.757
H -2.953 6.383 0.773
C -1.958 3.739 2.625
C -2.097 -2.001 4.709
H 3.847 2.705 -0.913
H -2.842 5.611 3.122
H 1.806 -1.466 -0.908
H 1.290 -2.974 -6.626
C 2.670 -0.568 5.309
H 0.335 -6.210 1.240
C 2.109 -6.136 2.439
C -0.244 -1.400 3.124
C 1.807 4.479 2.126
C -2.096 4.588 -0.018
C -0.351 -3.593 4.296
C 3.447 0.189 4.439
C -0.044 3.510 -1.920
H 3.410 -0.994 -0.319
H 2.098 -7.194 2.660
H 2.207 -2.383 1.579
C 1.200 -2.769 -4.500
H -1.883 3.386 3.644
H 4.749 5.618 0.899
H 1.344 3.546 -0.284
Te -0.237 -3.383 -0.077
H 5.367 3.263 1.327
P -0.959 2.199 -1.023
C -3.517 -1.287 -1.338
H 1.438 2.500 2.840
H -2.781 -1.674 2.521
H 0.151 5.472 -4.663
C -0.389 4.080 -3.136
C 1.014 -0.856 3.532
H 3.439 2.648 -3.212
C 3.902 1.339 2.338
C 0.426 5.043 -3.708
H -5.868 1.825 -1.365
C 1.896 4.936 -1.818
H 3.106 -1.075 -2.076
C 2.628 2.072 -3.626
C -2.549 5.408 1.003
C -5.479 -2.835 -2.034
C -1.020 -4.524 5.067
C 1.574 5.463 -3.059
H 4.430 1.283 -1.827
C -2.128 -1.277 -1.554
H -1.135 -2.593 -6.923
C 3.875 1.620 -0.952
C 1.314 1.479 -5.545
C -4.936 1.827 -1.916
C -3.008 -4.422 -2.864
H 1.121 1.562 -6.603
C -3.745 1.578 -3.980
P 2.158 0.955 -1.029
C -0.903 -2.333 4.072
H -0.297 0.118 -5.183
H -1.305 3.795 -3.632
H -1.807 -3.820 2.079
C 3.124 -5.337 2.940
H 0.185 -0.072 -2.766
H 0.603 -3.833 3.854
C -4.944 1.646 -3.290
H -5.814 -3.040 -3.052
C -3.738 2.003 -1.247
C -4.076 -2.348 -2.013
C 2.732 5.362 1.584
H 0.829 -2.602 -2.413
C 1.473 -1.071 4.847
C 2.158 3.167 2.388
C -2.545 1.734 -3.311
H -5.588 -3.763 -1.464
H 2.452 6.387 1.389
C -1.581 3.332 0.275
H 3.892 -5.770 3.561
H 2.396 -0.399 7.422
H -2.580 -2.234 -4.961
C 3.152 -3.985 2.639
C 4.020 4.929 1.302
C 0.659 -2.788 -5.773
C -2.766 -2.936 5.479
C 2.354 2.193 -4.976
C 3.013 0.469 3.152
H -2.254 -4.661 -3.613
H -3.969 -4.803 -3.197
Ti -0.159 0.134 0.644
H 2.257 -2.937 -4.359
H 4.394 0.593 4.772
N -0.808 -1.135 1.950
C 1.101 3.956 -1.259
H -5.880 1.544 -3.821
O 1.432 0.188 1.416
H -2.477 -0.993 4.608
H 4.084 -0.335 6.901
C 4.369 3.617 1.539
C 0.799 0.555 -3.397
C -1.958 -3.169 1.220
H 2.766 5.294 -1.286
N -3.084 -2.985 -2.734
H -3.746 1.398 -5.048
C 1.153 -4.236 1.321
C -2.482 4.975 2.326
C -2.530 2.009 -1.946
H -2.729 -4.903 -1.917
H 0.807 4.821 2.352
C 3.122 -0.808 6.720
C -2.246 -4.211 5.634
H 2.211 6.210 -3.510
O 5.008 0.951 1.972
H -2.146 4.928 -1.045
H -1.611 1.647 -3.848
H -2.777 -4.954 6.212
H -2.561 -1.126 0.864
H -0.584 -5.503 5.208
N -1.857 -2.365 -2.434
C 1.800 -0.047 2.658
C 0.394 -2.575 -3.397
H 2.958 2.849 -5.586
H -2.847 -3.488 0.676
C -1.516 -2.382 -4.836
C -2.100 -1.719 1.660
H 0.857 -1.643 5.525
H 3.941 -3.358 3.028
C 1.874 1.225 -2.826
C 1.125 -5.587 1.637
C -0.977 -2.385 -3.546
C 0.526 0.666 -4.748
O -1.198 -0.611 -0.980
C -0.703 -2.586 -5.933
O -0.673 1.317 3.111
H 3.217 -1.874 6.924
C -1.500 2.894 1.602
H -3.701 -2.671 5.952
C 2.671 -0.827 -1.106
C -0.906 1.584 1.923
H 4.377 1.255 -0.061
H -3.740 2.137 -0.172
C 3.443 2.713 2.075
H -6.127 -2.082 -1.594
C 2.175 -3.439 1.823
*
```

Mulliken population analysis, charges in e, atoms 1 to 99: 0.7942, 0.4302, -0.3207, 0.0535, 0.1057, 0.3738, -0.3257, 0.4306, 0.4571, 0.4551, -0.7652, 0.5897, -0.6032, -0.6175, 0.7176, -0.6808, 0.3210, 0.4701, 0.4293, -0.0320, -0.6144, 0.4971, 0.3952, -0.3042, 0.3249, 0.4541, 2.2640, -1.1418, 0.7921, 0.6967, 0.4439, -0.0571, 0.2448, 0.3246, -0.4039, -0.9951, 0.4594, -0.3534, 0.6673, -0.1127, -0.8955, -1.8807, -1.0911, -0.8830, 0.6989, -0.1548, 0.4046, -1.6829, -1.1015, -0.5536, -1.0695, 0.4297, -1.0360, 2.0448, -1.1754, 0.6342, 0.5283, 0.5178, -0.6677, -0.6145, 0.4974, -0.9356, 0.3860, -1.2633, -0.0905, -0.4466, -0.5180, -0.7581, -0.4668, -0.0750, 0.3599, 0.4022, 0.6512, 0.4066, 0.3412, 0.3922, -0.6160, -0.7149, -0.7616, -0.9654, -1.2619, 0.6008, 0.2720, 0.4719, -0.5549, 0.4733, 0.4044, 1.1555, -0.1775, 0.4152, 0.2368, 0.5608, 0.3883, -0.8903, 1.0318, -1.2577, 0.3561, -0.3787, 0.4877